1.
C38H36ClF9O19S | ωB97M-V/def2-TZVPD

Calculated values
DFT total energy = -4656.3059 hartree
F_max = 0.03431 hartree/bohr
highest occupied orbital energy = -9.72 eV
structure (SMILES) = CCC[C@H](C)[C@]1(Cl)OC(=O)O[C@@H]1CCCCC(F)(F)C(F)(F)S(F)(F)(F)(F)F.O=C1C=C(O)C(=O)C=C1O.O=C1C=C(O)C(=O)C=C1O.O=C1C=C(O)C(=O)C=C1O.O=C1C=C(O)C(=O)C=C1O

The geometry in XYZ format:
```
104
Properties=species:S:1:pos:R:3:forces:R:3
C -8.39975 4.25273 -2.15006 -0.104 0.101 -0.142
C -9.47540 3.65082 -1.25245 0.465 -0.422 0.024
C -9.51799 2.12065 -1.35435 0.516 0.084 -0.184
C -9.70762 1.56895 -2.77671 -1.250 0.803 0.330
C -10.86524 2.34301 -3.44969 -0.077 -0.349 0.166
C -10.07692 0.09536 -2.80730 0.906 -0.522 -1.421
Cl -9.76192 -0.38839 -4.61454 -0.036 0.093 0.202
O -11.43026 -0.16908 -2.60267 0.093 -0.059 -0.125
C -11.47435 -1.48764 -2.17519 0.141 0.603 0.292
O -12.22789 -2.30898 -2.54388 -0.559 -0.029 0.259
O -10.45010 -1.61849 -1.30082 0.395 -1.146 -0.500
C -9.34016 -1.05826 -2.01730 0.059 1.247 0.578
C -8.20856 -0.78725 -1.05931 0.511 -0.440 0.216
C -6.89251 -0.50611 -1.81411 -0.603 0.238 -0.067
C -6.01166 0.47405 -1.05733 0.413 -0.176 0.012
C -4.68005 0.85488 -1.72570 0.075 -0.229 0.405
C -4.77527 1.13859 -3.20523 -0.508 0.257 0.200
F -4.86254 0.01176 -3.95249 0.041 0.191 0.077
F -5.93536 1.84374 -3.43711 0.235 -0.040 0.049
C -3.67039 2.07802 -3.78488 -0.264 0.085 -0.575
F -3.46380 3.10143 -2.95079 0.030 -0.141 0.039
F -4.12575 2.59097 -4.93794 0.079 -0.162 0.078
S -2.01656 1.25349 -4.21419 0.375 0.490 0.320
F -1.64628 2.48932 -5.13128 0.024 -0.036 -0.052
F -2.69802 0.51999 -5.42399 -0.024 -0.133 -0.109
F -2.32066 0.02757 -3.25576 -0.025 -0.191 -0.011
F -1.29169 1.98285 -2.98692 -0.148 -0.117 -0.148
F -0.64409 0.58240 -4.58965 -0.069 0.027 -0.013
H -8.60796 4.13361 -3.21181 -0.061 -0.037 -0.071
H -8.29547 5.32024 -1.96627 0.051 0.064 0.035
H -7.43530 3.77903 -1.96373 0.080 -0.008 0.058
H -10.45113 4.09692 -1.42214 -0.056 0.122 0.011
H -9.15354 3.85215 -0.22977 -0.372 0.213 0.159
H -8.53838 1.81012 -0.99823 -0.038 -0.201 0.112
H -10.26335 1.70109 -0.67713 -0.133 0.020 0.010
H -8.81769 1.73630 -3.37442 0.254 -0.285 0.099
H -11.25822 1.81450 -4.31209 0.083 0.001 -0.150
H -11.68241 2.42872 -2.73498 -0.099 0.132 -0.017
H -10.55657 3.33386 -3.76202 0.046 0.109 0.032
H -8.93473 -1.71266 -2.78514 -0.381 -0.546 0.162
H -8.41950 -0.03559 -0.30618 -0.196 0.134 -0.097
H -8.08092 -1.72054 -0.50716 -0.098 -0.033 0.103
H -7.15653 -0.14340 -2.80672 0.186 0.192 -0.072
H -6.35684 -1.44168 -1.97006 0.060 -0.060 -0.047
H -5.74471 -0.00773 -0.11461 0.007 0.115 0.148
H -6.53830 1.38560 -0.78585 -0.233 0.029 -0.165
H -4.29223 1.74187 -1.22881 0.004 0.111 -0.046
H -3.94481 0.07630 -1.53735 0.045 -0.104 -0.302
C 1.03489 2.17835 -0.91560 0.024 -0.152 -0.006
C 1.26486 3.38938 -0.39080 -0.120 -0.055 -0.136
C 2.32883 3.61897 0.65085 0.219 -0.183 0.159
O 2.47766 4.75492 1.05854 -0.107 0.092 -0.051
C 3.10855 2.48211 1.11027 0.018 0.084 0.095
C 2.87532 1.27421 0.58581 0.138 0.100 0.127
C 1.82725 1.04884 -0.47110 -0.218 0.220 -0.170
O 1.70060 -0.08595 -0.89416 0.078 -0.120 0.091
O 3.52672 0.16714 0.93317 -0.279 -0.157 -0.054
O 0.58842 4.47625 -0.73593 0.047 0.008 0.050
H 0.27811 2.00158 -1.66233 0.082 0.028 0.048
H 3.85886 2.65708 1.86602 0.046 -0.010 -0.010
H 3.13632 -0.54606 0.38674 0.023 -0.051 -0.037
H 0.96256 5.20791 -0.20825 0.032 0.027 0.022
C 7.30708 -0.07353 4.30103 0.040 0.032 0.155
C 6.51443 0.14749 3.24274 -0.066 -0.171 0.256
C 6.83361 1.19587 2.20984 0.242 0.116 -0.041
O 6.05951 1.28593 1.27618 0.134 0.222 -0.039
C 8.01720 2.01425 2.39194 -0.102 0.020 -0.157
C 8.80457 1.79704 3.45377 0.056 0.132 -0.109
C 8.50151 0.72159 4.46728 -0.380 -0.347 0.023
O 9.28968 0.57642 5.38920 0.231 0.182 -0.075
O 9.90425 2.49691 3.69947 -0.013 -0.070 0.037
O 5.39477 -0.51499 3.00442 0.019 0.248 -0.002
H 7.09358 -0.82913 5.04296 0.007 -0.031 -0.026
H 8.22808 2.77691 1.65577 0.031 0.005 0.014
H 10.28474 2.13901 4.52399 0.007 -0.010 0.036
H 5.01843 -0.14093 2.17497 -0.025 -0.084 -0.067
C 1.84483 -4.42836 3.15833 -0.126 -0.106 0.005
C 2.83292 -3.56210 2.89379 -0.143 0.045 0.190
C 3.99819 -3.92596 2.00781 0.059 -0.259 -0.139
O 4.82542 -3.05823 1.80261 -0.021 0.040 -0.086
C 4.06233 -5.26792 1.46169 0.116 0.101 -0.027
C 3.07720 -6.13512 1.73213 0.170 -0.023 -0.116
C 1.89464 -5.76138 2.58977 -0.099 0.296 0.179
O 1.04231 -6.61225 2.76332 0.027 -0.150 -0.063
O 3.05117 -7.37814 1.27444 -0.050 0.007 0.027
O 2.87593 -2.33163 3.38409 0.043 -0.051 -0.109
H 1.00423 -4.17764 3.78947 0.007 0.023 0.004
H 4.91039 -5.52410 0.84277 -0.011 -0.023 -0.008
H 2.22825 -7.77660 1.61864 -0.046 0.002 0.021
H 3.70958 -1.92925 3.06576 0.074 0.023 0.077
C 11.24994 -3.28208 2.19651 -0.089 0.024 0.038
C 12.50831 -3.59687 1.86326 -0.192 -0.097 -0.069
C 13.69048 -2.85074 2.42173 0.053 0.254 0.199
O 14.79709 -3.21947 2.07410 0.005 -0.105 -0.102
C 13.44434 -1.74708 3.32754 0.120 -0.050 -0.043
C 12.18619 -1.42519 3.66402 0.221 0.081 0.041
C 11.00035 -2.19004 3.12030 -0.046 -0.246 -0.219
O 9.88395 -1.85844 3.47273 0.100 0.251 0.117
O 11.90944 -0.42351 4.48740 -0.230 -0.110 -0.131
O 12.82159 -4.57673 1.02757 0.054 0.011 0.011
H 10.39496 -3.81235 1.80183 0.005 -0.012 -0.001
H 14.29999 -1.20932 3.71042 -0.019 0.019 0.027
H 10.93807 -0.37895 4.59532 -0.027 -0.029 0.169
H 13.79694 -4.58313 0.97203 0.043 0.013 0.016
```
Positions in Å, forces in eV/Å.

2.
C25H23CrN5PS | ωB97M-V/def2-TZVPD

Calculated values
DFT total energy = -3023.7708 hartree
F_max = 0.01333 hartree/bohr
highest occupied orbital energy (alpha / beta) = -14.57 / -14.58 eV
multiplicity = 2
total charge = +2

The geometry in XYZ format:
```
56
Properties=species:S:1:pos:R:3:forces:R:3
Cr 1.05313 0.68076 -1.55266 -0.299 0.578 -0.216
N 3.69974 3.87947 -0.38585 -0.164 0.074 -0.018
C 3.07945 2.74554 -0.69450 0.232 0.086 0.015
S 1.48014 2.89116 -1.46887 -0.050 -0.517 0.092
N 3.67501 1.60970 -0.44345 -0.309 -0.024 -0.119
N 2.91035 0.56371 -0.84608 0.338 0.018 0.178
C 3.44448 -0.60180 -0.86216 -0.046 -0.217 -0.056
C 2.59814 -1.68417 -1.35666 -0.102 0.165 -0.015
C 3.01783 -2.99476 -1.43272 0.087 -0.161 0.014
C 2.13938 -3.95267 -1.91792 0.011 -0.056 -0.017
C 0.86180 -3.57598 -2.31084 0.033 -0.118 0.001
C 0.50331 -2.25081 -2.20948 0.110 0.162 0.100
N 1.34753 -1.31302 -1.74873 0.144 -0.113 -0.074
H 3.28991 4.77293 -0.59573 0.016 0.013 0.005
H 4.61813 3.84640 0.02926 0.016 -0.020 -0.003
H 4.47185 -0.75070 -0.55048 0.001 -0.040 0.005
H 4.01955 -3.25523 -1.11607 -0.037 -0.016 -0.021
H 2.44879 -4.98798 -1.98800 -0.008 0.031 0.005
H 0.15022 -4.29791 -2.68574 0.019 0.005 0.006
H -0.49326 -1.92561 -2.47549 -0.008 0.029 -0.014
N -0.78232 0.98137 -2.63668 -0.066 0.037 0.215
C -1.98510 1.27473 -1.83357 0.091 -0.032 -0.211
C -3.11081 1.80741 -2.43868 -0.022 0.002 -0.071
C -4.23234 2.07800 -1.66951 -0.014 -0.001 0.029
C -4.22673 1.81823 -0.30247 -0.010 0.010 -0.046
C -3.09388 1.29473 0.29521 -0.024 0.005 0.024
C -1.96464 1.01333 -0.47376 0.075 0.027 0.168
P -0.43373 0.39765 0.25515 -0.083 0.171 0.016
C -0.22756 1.24772 1.83289 0.054 -0.012 -0.066
C 0.11075 2.60158 1.85025 0.005 0.021 0.021
C 0.16451 3.28264 3.05417 -0.003 -0.015 -0.003
C -0.11485 2.61755 4.24269 0.008 0.038 0.000
C -0.45326 1.27353 4.22757 -0.006 -0.033 -0.001
C -0.51268 0.58258 3.02545 0.019 0.037 0.024
C -0.65594 -1.35077 0.63105 0.013 -0.041 -0.061
C 0.42987 -2.04991 1.16592 -0.026 -0.046 0.047
C 0.31656 -3.40463 1.42684 0.000 0.026 0.011
C -0.87716 -4.06763 1.15048 0.000 -0.007 0.000
C -1.95526 -3.37566 0.62033 0.000 -0.002 -0.005
C -1.84783 -2.01401 0.35710 0.008 -0.008 -0.007
H -0.62023 1.76877 -3.26364 -0.004 0.040 -0.002
H -1.00292 0.21228 -3.26759 0.019 -0.052 -0.012
H -3.11444 2.01507 -3.50311 -0.011 -0.002 0.029
H -5.11151 2.50008 -2.13888 0.022 -0.015 0.020
H -5.10156 2.03620 0.29534 0.015 0.002 -0.016
H -3.07463 1.11684 1.36411 0.002 0.004 -0.011
H 0.32075 3.12545 0.92566 -0.028 -0.011 0.064
H 0.42201 4.33332 3.06838 -0.004 -0.010 -0.001
H -0.07122 3.15159 5.18301 0.003 -0.007 -0.020
H -0.67726 0.75866 5.15231 0.005 0.003 -0.013
H -0.78748 -0.46279 3.02382 -0.007 -0.020 0.010
H 1.35417 -1.52823 1.39780 -0.025 -0.021 0.007
H 1.14925 -3.94453 1.86065 -0.023 0.017 -0.015
H -0.96745 -5.12530 1.36318 0.004 0.024 -0.003
H -2.88632 -3.89080 0.42052 0.027 0.021 0.005
H -2.69427 -1.47409 -0.04982 0.002 -0.027 0.007
```
Positions in Å, forces in eV/Å.

3.
C6H12O | ωB97M-V/def2-TZVPD

Calculated values
DFT total energy = -310.9726 hartree
F_max = 0.04407 hartree/bohr
ΔE to the lowest compared entry with this formula, charge and spin = 54.4 kcal per mole
highest occupied orbital energy = -8.33 eV
structure (SMILES) = C=C/C(C)=C/C.O

The geometry in XYZ format:
```
19
Properties=species:S:1:pos:R:3:forces:R:3
C -1.75083 0.25556 0.57537 1.115 -0.494 -0.615
C -0.34909 0.35474 -0.05571 -0.667 0.864 1.035
C 0.70163 0.63578 0.75032 -0.300 -0.071 -1.016
C 0.99408 0.04223 2.07939 -0.365 0.633 1.329
C 0.72400 0.86693 -2.24108 0.638 -0.887 -0.914
C -0.33680 0.57417 -1.50728 -0.488 2.026 0.892
H -2.47856 -0.00692 -0.18375 -0.235 -0.598 0.219
H -1.99286 1.27379 0.86680 -0.052 0.109 0.259
H -1.72977 -0.37861 1.45557 -0.453 -0.168 -0.003
H 1.35637 1.39717 0.34785 0.914 -0.540 -0.154
H 0.47131 0.47177 2.95037 -0.208 0.277 -0.353
H 2.03825 0.18426 2.36632 0.042 -0.307 -0.343
H 0.71328 -1.00380 2.12769 0.211 -0.281 -0.188
H 1.74778 0.83042 -1.89160 -0.040 -0.171 0.271
H 0.63753 0.94030 -3.31792 -0.153 0.509 0.019
H -1.32008 0.81226 -1.90486 -0.011 -0.727 -0.424
H 0.51095 -2.97136 -0.37092 -0.107 -0.229 -0.116
H 0.10270 -1.66045 -0.96665 -0.163 -0.407 -0.278
O -0.03993 -2.61823 -1.07989 0.324 0.463 0.377
```
Positions in Å, forces in eV/Å.

4.
C3H8N2O | ωB97M-V/def2-TZVPD

Calculated values
DFT total energy = -303.7051 hartree
F_max = 0.00731 hartree/bohr
ΔE to the lowest compared entry with this formula, charge and spin = 117.4 kcal per mole
highest occupied orbital energy = -8.11 eV

The geometry in XYZ format:
```
14
Properties=species:S:1:pos:R:3:forces:R:3
C -1.71574 -0.36327 -0.25571 0.077 -0.062 -0.004
C -0.54315 0.52685 0.05704 0.330 -0.123 0.036
N -0.61929 1.71390 0.46394 0.066 -0.195 0.025
H 0.20219 2.25641 0.68640 0.018 -0.043 -0.054
H 0.29233 0.28936 -0.95484 0.019 -0.005 -0.055
H -2.23486 -0.60385 0.67193 0.037 0.030 -0.028
H -2.39626 0.18355 -0.90902 0.056 0.000 0.043
H -1.41124 -1.28515 -0.74866 0.025 0.040 0.024
C 1.30578 -0.45552 -0.27254 -0.162 0.230 0.250
O 2.33958 0.42334 -0.26706 -0.273 -0.111 0.015
N 0.67168 -0.65073 0.92150 -0.130 0.173 -0.162
H 2.37403 0.77770 0.63615 -0.024 -0.041 -0.047
H 0.28905 -1.58667 1.00649 0.016 0.043 -0.076
H 1.44590 -1.22591 -1.03562 -0.054 0.064 0.033
```
Positions in Å, forces in eV/Å.

5.
H3O4PSi | ωB97M-V/def2-TZVPD

Calculated values
DFT total energy = -933.6862 hartree
F_max = 0.07637 hartree/bohr
ΔE to the lowest compared entry with this formula, charge and spin = 10.6 kcal per mole
highest occupied orbital energy = -0.85 eV
total charge = -2

The geometry in XYZ format:
```
9
Properties=species:S:1:pos:R:3:forces:R:3
O 1.74089 1.05471 1.07935 0.053 -0.216 -0.881
O 1.91409 0.61565 -1.46097 0.003 0.683 -1.884
O 2.28521 -1.30860 0.22774 -0.406 1.125 -0.623
O -2.43678 -1.52864 -0.09138 -0.105 -0.362 -0.626
Si -1.64475 -0.19976 -0.01880 1.129 1.323 1.024
P 1.79431 0.10041 -0.09928 0.947 -1.401 3.544
H -1.87143 1.02777 -0.94019 0.205 -0.857 -0.141
H -1.92917 0.54245 1.29305 0.404 -0.227 -0.154
H 0.14762 -0.30398 0.01047 -2.231 -0.070 -0.260
```
Positions in Å, forces in eV/Å.

- Look up the F_max of the third one.
  0.04407 hartree/bohr

- The highest DFT total energy belongs to which entry?
  C3H8N2O